DFT (ωB97M-V/def2-TZVPD) results for a 2-piece molecular cluster, C2H4N2O3 overall at a distorted geometry.

Each line ends with the Mulliken charge.
Cartesian coordinates (Å):
C1 -0.75985 1.37829 -0.91029  -0.7658
N1 -0.16750 0.30309 -0.14800  -0.3811
C2 -0.64259 -0.29697 0.82858  0.7508
O1 -1.13256 -0.36722 1.89478  -0.4483
H1 -1.21941 2.12372 -0.25568  0.2944
H2 0.02942 1.88068 -1.47045  0.2567
H3 -1.51009 1.00212 -1.60997  0.2841
O2 2.32020 -0.92031 -0.44522  -0.1492
N2 1.38541 -1.57148 -0.51908  0.4062
O3 0.61650 -1.94970 0.92908  -0.5841
H4 1.08046 -1.58223 1.70624  0.3364

Output
- energy relative to the best compared isomer or geometry (same formula, charge and spin) (kJ/mol) = 522.7
- maximum force (eV/Å) = 3.49
- charge = 0

DFT (ωB97M-V/def2-TZVPD) results for the molecule C4H10N4.

Each line ends with the Mulliken charge.
Cartesian coordinates (Å):
C1 -0.59831 -1.97695 0.51460  -1.3639
C2 0.19423 0.40527 -0.09944  0.6496
C3 0.09334 -0.68151 0.80346  0.0839
N1 0.60534 1.70340 0.33909  -0.5889
N2 0.71251 -0.61251 1.99840  -0.3311
N3 -0.54934 1.54047 -2.30190  -0.6563
C4 -0.40598 0.30720 -1.59162  0.1783
N4 0.83318 -0.20423 -1.27939  -0.8165
H1 1.60612 1.84801 0.35359  0.2470
H2 0.13026 2.06986 1.15225  0.2416
H3 1.29735 0.18356 2.20209  0.2403
H4 0.85399 -1.44381 2.54935  0.2367
H5 -1.43536 1.99493 -2.10500  0.2288
H6 0.19911 2.17757 -2.05298  0.3101
H7 -1.23364 -0.37032 -1.83827  0.3188
H8 -1.01848 -1.99012 -0.48385  0.3041
H9 0.10943 -2.80639 0.59177  0.3402
H10 -1.39376 -2.14444 1.24785  0.3771

Output
- energy relative to the best compared isomer or geometry (same formula, charge and spin) (kJ/mol) = 290.9
- maximum force (eV/Å) = 0.65
- charge = 0

DFT (ωB97M-V/def2-TZVPD) results for C37H28Cl5NO3P2PdS as an isolated structure.

Each line ends with the Mulliken charge.
Cartesian coordinates (Å):
Pd1 -0.42137 -1.29172 -2.36191  -1.0571
Cl1 1.71624 -3.68066 -2.44794  -0.1654
C1 0.06224 -4.24649 -2.75227  1.3107
C2 -0.95153 -3.29824 -2.91912  -1.5055
C3 -2.18477 -3.85009 -3.20809  1.2847
Cl2 -3.54689 -2.75927 -3.53338  -0.2386
C4 -2.44571 -5.21871 -3.27715  -0.4217
Cl3 -4.03564 -5.82882 -3.63436  -0.2235
C5 -1.40875 -6.11870 -3.06226  0.6464
Cl4 -1.69109 -7.83004 -3.13429  -0.2341
C6 -0.13053 -5.62118 -2.80410  -0.5705
Cl5 1.17921 -6.74085 -2.56155  -0.2219
C7 -0.66314 -0.92222 1.98128  -1.6246
P1 -0.83199 -0.81665 0.10126  0.7477
C8 0.42718 0.51685 -0.16635  1.3404
C9 1.55266 0.19238 -0.92360  -0.4750
C10 2.52039 1.15443 -1.19519  -0.6949
C11 2.38456 2.44601 -0.70784  -0.8844
C12 1.27532 2.78410 0.05810  -0.7247
C13 0.30792 1.82170 0.31815  -0.4617
C14 -2.43818 0.12780 0.06530  0.4319
C15 -2.90899 0.94628 1.09570  -0.2243
C16 -4.10554 1.64405 0.97795  -0.7344
C17 -4.86587 1.53028 -0.17976  -0.5733
C18 -4.42305 0.70333 -1.20391  -0.4483
C19 -3.22682 0.01008 -1.07777  0.0513
P2 0.46975 -2.27834 2.45977  -0.2220
C20 0.68303 -1.95381 4.26453  0.6105
C21 1.86494 -2.33866 4.90389  -0.4365
C22 2.02364 -2.19234 6.27378  -0.6074
C23 0.99782 -1.65787 7.04451  -0.4231
C24 -0.18113 -1.26840 6.42635  -0.5921
C25 -0.33431 -1.41395 5.05062  -0.3886
C26 2.08331 -1.65882 1.85204  0.1971
C27 2.67307 -0.47553 2.30651  0.0968
C28 3.87865 -0.04165 1.78476  -0.6537
C29 4.50781 -0.78037 0.78504  -0.4062
C30 3.92871 -1.94852 0.31615  -0.5656
C31 2.72171 -2.38802 0.85581  -0.4391
H1 -1.64733 -1.19243 2.37208  0.7541
H2 -0.35850 0.03584 2.41376  0.5999
H3 1.70006 -0.82989 -1.26698  0.4727
H4 3.38396 0.88534 -1.79293  0.4370
H5 3.11905 3.20694 -0.94405  0.4077
H6 1.14277 3.80787 0.38942  0.4783
H7 -0.57287 2.11108 0.87908  0.2686
H8 -2.33259 1.06204 2.00536  0.3062
H9 -4.43367 2.28956 1.78379  0.3901
H10 -5.79087 2.08449 -0.28298  0.3408
H11 -5.00593 0.59632 -2.11119  0.3884
H12 -2.87966 -0.62930 -1.87994  -0.1385
H13 2.67970 -2.74181 4.31273  0.3739
H14 2.95533 -2.49085 6.73974  0.3636
H15 1.12235 -1.53558 8.11344  0.3476
H16 -0.98548 -0.83905 7.01136  0.3696
H17 -1.25740 -1.08828 4.58747  0.2938
H18 2.17311 0.11896 3.06357  0.4142
H19 4.30589 0.89476 2.12044  0.3870
H20 5.43538 -0.42347 0.35304  0.3834
H21 4.39745 -2.51242 -0.48084  0.3738
H22 2.25310 -3.28498 0.46919  0.4704
N1 -0.63204 0.92305 -3.62265  -0.2418
C32 -0.54326 2.27824 -3.24139  0.5283
C33 0.52437 3.06307 -3.66795  -0.6604
C34 0.67234 4.36362 -3.21305  -0.6895
C35 -0.24165 4.91195 -2.31659  -0.1993
C36 -1.33594 4.14324 -1.93359  -0.6844
C37 -1.48511 2.83878 -2.38503  0.1368
S1 0.05377 6.52157 -1.59478  1.3043
O1 0.95485 6.24991 -0.47914  -0.6874
O2 0.67059 7.29807 -2.65995  -0.7367
O3 -1.26107 6.99018 -1.18488  -0.7402
H23 -1.57298 0.56348 -3.73603  0.2739
H24 -0.06193 0.66534 -4.41626  0.1707
H25 1.25814 2.63281 -4.34399  0.2458
H26 1.51052 4.96806 -3.53746  0.4380
H27 -2.05832 4.57278 -1.25101  0.4875
H28 -2.31898 2.23334 -2.04247  0.0722

Output
- energy relative to the best compared isomer or geometry (same formula, charge and spin) (kJ/mol) = 72.4
- maximum force (eV/Å) = 0.80
- charge = -2

DFT (ωB97M-V/def2-TZVPD) results for the molecule C13H14N4O3S2 at a distorted geometry.

Each line ends with the Mulliken charge.
Cartesian coordinates (Å):
C1 -5.88152 0.08287 -0.04474  -1.1037
C2 -4.86271 -0.94069 0.43545  -0.2667
O1 -3.55223 -0.37879 0.51064  -0.3316
C3 -2.85579 -0.33546 -0.63667  0.2441
O2 -3.26134 -0.75976 -1.69315  -0.6462
C4 -1.54533 0.27492 -0.46018  0.8829
S1 -0.51744 0.42570 -1.85958  -0.2699
C5 0.67285 1.18486 -0.81392  0.5358
N1 1.85450 1.60182 -1.33816  0.0029
C6 3.04736 1.92983 -0.70305  0.3304
O3 3.96458 2.35340 -1.36229  -0.6519
C7 3.04603 1.98915 0.80729  -0.6544
S2 2.72643 0.44460 1.73255  -0.2055
C8 3.24989 -0.74821 0.59370  0.5152
N2 3.22137 -2.01726 0.98579  -0.6079
C9 3.61957 -2.91380 0.10522  -0.0270
C10 4.05541 -2.56974 -1.17096  -0.7291
C11 4.03486 -1.21770 -1.47691  -0.0641
N3 3.62916 -0.31706 -0.60153  -0.2408
N4 0.30976 1.29935 0.42024  -0.2790
C12 -0.92062 0.79125 0.65248  -0.1715
C13 -1.45899 0.83809 2.03526  -1.1486
H1 -5.64731 0.38934 -1.06126  0.3100
H2 -5.87024 0.95781 0.60106  0.2878
H3 -6.87423 -0.35758 -0.03027  0.3867
H4 -4.84270 -1.79986 -0.24311  0.3112
H5 -5.08444 -1.27218 1.45203  0.3253
H6 1.93422 1.56957 -2.34756  0.2380
H7 2.25697 2.66627 1.13563  0.4171
H8 4.02222 2.36058 1.12078  0.4684
H9 3.58746 -3.94226 0.44034  0.4044
H10 4.38493 -3.30904 -1.88039  0.3780
H11 4.34498 -0.82728 -2.43723  0.4553
H12 -0.68593 1.21235 2.69969  0.3384
H13 -2.33032 1.48866 2.08020  0.2577
H14 -1.77139 -0.15373 2.35265  0.3081

Output
- energy relative to the best compared isomer or geometry (same formula, charge and spin) (kJ/mol) = 35.3
- maximum force (eV/Å) = 1.29
- charge = 0

DFT (ωB97M-V/def2-TZVPD) results for the molecule C6H10O.

Each line ends with the Mulliken charge.
Cartesian coordinates (Å):
C1 -0.31944 -2.20484 -0.16814  -1.2774
C2 -0.25317 -0.71484 -0.12420  0.4708
C3 -1.23194 0.12252 0.19859  -0.5240
C4 -0.82898 1.56249 0.11267  -0.5573
C5 0.62884 1.50612 -0.40142  -0.7535
C6 1.06230 0.03986 -0.20451  -0.0766
O1 1.79777 -0.17716 0.99590  -0.5595
H1 0.33756 -2.61840 0.60401  0.2754
H2 0.02131 -2.60015 -1.13109  0.2987
H3 -1.33747 -2.56493 0.01156  0.3279
H4 -2.26388 -0.14985 0.40924  0.3917
H5 -0.99461 2.16552 1.01885  0.3263
H6 -1.51761 1.89142 -0.66661  0.2763
H7 0.61129 1.74602 -1.46854  0.2869
H8 1.33770 2.19576 0.07440  0.3074
H9 1.72849 -0.30674 -1.00115  0.4004
H10 1.21806 0.09516 1.72195  0.3865

Output
- energy relative to the best compared isomer or geometry (same formula, charge and spin) (kJ/mol) = 17.1
- maximum force (eV/Å) = 0.96
- charge = 0

DFT (ωB97M-V/def2-TZVPD) results for C5H7NO as an isolated structure at a distorted geometry.

Each line ends with the Mulliken charge.
Cartesian coordinates (Å):
C1 -1.72497 -0.69805 0.14406  -1.1717
C2 -0.69144 0.28657 -0.46568  0.4866
C3 -0.67826 1.61210 0.18208  0.0291
N1 -0.52876 2.04181 1.25565  -0.4229
C4 0.71918 0.13596 0.25859  0.4842
O1 0.73453 0.29169 1.48597  -0.5224
C5 1.98532 -0.19332 -0.44853  -1.1586
H1 -1.49067 -0.85706 1.19854  0.3275
H2 -2.75115 -0.32342 0.07302  0.3219
H3 -1.69636 -1.67021 -0.36840  0.3224
H4 -0.78614 0.27381 -1.56709  0.3574
H5 2.74135 -0.04626 0.32015  0.3360
H6 2.24048 0.39448 -1.33605  0.3246
H7 1.92691 -1.24810 -0.73232  0.2858

Output
- energy relative to the best compared isomer or geometry (same formula, charge and spin) (kJ/mol) = 283.6
- maximum force (eV/Å) = 4.03
- charge = 0

| no. | HOMO energy (eV) | lowest unoccupied orbital energy (eV) | electronic energy (eV) |
| --- | --- | --- | --- |
| 1 | -9.783 | -0.719 | -11257.1491 |
| 2 | -7.356 | 0.688 | -10267.8364 |
| 3 | -1.397 | 3.831 | -141963.4791 |
| 4 | -8.433 | 0.306 | -47482.1689 |
| 5 | -9.169 | 0.968 | -8431.0633 |
| 6 | -9.966 | 0.461 | -8833.2633 |